[1]
Computed, not measured: 2 unconnected molecules or ions with the total composition C5H14NP, with ωB97M-V with the def2-TZVPD basis set.

Element x y z (Å)
C1 -0.44 1.99 0.99
P1 -0.22 0.34 1.19
C2 0.55 -0.46 2.47
C3 0.10 -0.35 -0.54
C4 1.61 -0.32 -0.81
C5 2.44 -1.30 -0.09
H1 -1.16 2.24 0.23
H2 -0.78 2.54 1.89
H3 0.37 -0.06 3.41
H4 0.57 -1.47 2.26
H5 -0.25 0.44 -1.26
H6 -0.47 -1.29 -0.74
H7 1.65 -0.38 -1.89
H8 2.06 0.63 -0.44
H9 2.55 -1.11 0.96
H10 2.00 -2.26 -0.33
H11 3.35 -1.45 -0.50
N1 -3.58 0.39 -1.55
H12 -2.77 0.81 -1.14
H13 -3.28 0.05 -2.46
H14 -4.31 1.01 -1.67

Output
gap between HOMO and LUMO = 0.295 hartree
max |F| = 0.0726 hartree/bohr
E_tot = -16187.4188 eV
energy relative to the best compared isomer or geometry (same formula, charge and spin) = 289.8 kJ/mol
SMILES string = C=P(=C)CCC.N
LUMO level = 0.369 eV

[2]
Computed, not measured: a molecular structure, C14H18CoN12P, with ωB97M-V with the def2-TZVPD basis set.

Element x y z (Å)
Co1 0.00 0.00 0.00
N1 2.20 -0.76 2.31
C1 0.89 -1.08 2.52
N2 0.47 -1.70 3.65
N3 -0.87 -1.84 3.49
N4 -1.23 -1.32 2.29
N5 -0.12 -0.83 1.66
C2 2.63 -0.13 1.17
N6 3.93 0.18 0.96
N7 3.95 0.78 -0.25
N8 2.70 0.81 -0.75
N9 1.84 0.24 0.14
H1 2.87 -0.99 3.01
C3 -0.83 -3.67 -1.64
P1 -0.41 -2.01 -1.01
C4 -1.46 -1.14 -2.22
C5 1.36 -2.21 -1.28
C6 2.01 -1.40 -2.22
C7 3.39 -1.54 -2.43
C8 4.12 -2.49 -1.70
C9 3.47 -3.29 -0.75
C10 2.09 -3.15 -0.54
H2 -0.36 -4.46 -1.01
H3 -0.49 -3.79 -2.69
H4 -1.93 -3.82 -1.59
H5 -1.41 -1.62 -3.22
H6 -1.11 -0.09 -2.32
H7 -2.51 -1.14 -1.86
H8 1.46 -0.67 -2.79
H9 3.89 -0.92 -3.16
H10 5.18 -2.59 -1.86
H11 4.03 -4.02 -0.18
H12 1.61 -3.77 0.20
N10 -3.99 3.37 -0.83
C11 -3.12 2.76 0.12
C12 -2.09 1.79 -0.32
N11 -1.32 1.24 0.56
C13 -1.43 1.56 1.94
C14 -2.37 2.44 2.34
N12 -3.23 3.05 1.37
H13 -3.91 3.14 -1.83
H14 -4.70 4.04 -0.52
H15 -1.99 1.53 -1.37
H16 -0.77 1.10 2.66
H17 -2.47 2.70 3.39
H18 0.06 0.70 -1.43

Output
gap between HOMO and LUMO (alpha / beta) = 0.212 / 0.252 hartree
max |F| = 0.0983 hartree/bohr
<S²> = 3.7720
E_tot = -79604.0067 eV
spin multiplicity = 4
LUMO level (alpha / beta) = 2.581 / 2.395 eV
total charge = -1

[3]
Computed, not measured: a molecular structure, C6H11Br2NOS2, with ωB97M-V with the def2-TZVPD basis set.

Element x y z (Å)
C1 -0.13 -2.91 0.05
O1 0.95 -2.25 -0.64
C2 0.65 -0.89 -0.92
S1 1.03 0.26 0.49
C3 -0.45 1.20 1.05
C4 -1.48 1.61 -0.09
C5 -2.60 0.48 -0.25
Br1 -0.66 2.19 -1.79
N1 2.11 1.49 -0.11
C6 3.32 0.97 -0.03
S2 4.83 0.47 -0.40
H1 0.15 -2.98 1.15
H2 -1.11 -2.37 -0.02
H3 -0.30 -3.95 -0.35
H4 1.33 -0.58 -1.77
H5 -0.41 -0.79 -1.30
H6 -0.95 0.57 1.85
H7 -0.06 2.16 1.50
H8 -2.03 2.52 0.32
H9 -2.29 -0.37 0.44
H10 -3.57 0.86 0.18
H11 -2.73 0.12 -1.30
Br2 4.41 2.21 1.93

Output
gap between HOMO and LUMO = 0.219 hartree
max |F| = 0.0745 hartree/bohr
E_tot = -171688.3466 eV
LUMO level = -0.911 eV

[4]
Computed, not measured: a single C21H32N2O3 molecule, with ωB97M-V with the def2-TZVPD basis set.

Element x y z (Å)
C1 -0.74 4.79 -2.49
C2 -0.23 4.82 -1.04
C3 0.07 6.29 -0.73
C4 0.95 3.87 -0.77
C5 1.16 4.02 0.74
C6 -0.28 4.15 1.27
C7 -1.14 4.13 0.00
C8 -2.54 4.67 0.20
C9 -1.12 2.66 -0.49
O1 -1.49 1.78 0.56
C10 -2.18 0.62 0.18
C11 -1.25 -0.48 -0.37
N1 -0.21 -0.89 0.55
C12 -0.66 -1.69 1.67
C13 0.54 -2.24 2.45
O2 1.37 -3.07 1.64
C14 0.89 -4.31 1.39
O3 -0.11 -4.77 1.88
N2 1.76 -4.94 0.55
C15 1.70 -6.24 0.03
C16 0.68 -7.13 0.36
C17 0.68 -8.40 -0.19
C18 1.68 -8.80 -1.06
C19 2.70 -7.91 -1.38
C20 2.71 -6.64 -0.84
C21 0.33 2.49 -1.00
H1 -0.96 3.79 -2.84
H2 -1.64 5.39 -2.58
H3 0.02 5.21 -3.14
H4 -0.80 6.90 -0.96
H5 0.89 6.63 -1.35
H6 0.33 6.46 0.31
H7 1.85 4.05 -1.37
H8 1.68 3.15 1.15
H9 1.77 4.90 0.97
H10 -0.55 3.33 1.92
H11 -0.42 5.08 1.83
H12 -3.07 4.07 0.93
H13 -3.10 4.65 -0.74
H14 -2.51 5.70 0.56
H15 -1.84 2.53 -1.31
H16 -2.95 0.85 -0.56
H17 -2.67 0.27 1.09
H18 -0.76 -0.12 -1.28
H19 -1.85 -1.36 -0.63
H20 0.27 -0.06 0.89
H21 -1.29 -1.14 2.39
H22 -1.23 -2.53 1.28
H23 0.19 -2.81 3.31
H24 1.20 -1.43 2.77
H25 2.54 -4.37 0.25
H26 -0.10 -6.82 1.03
H27 -0.11 -9.08 0.07
H28 1.68 -9.79 -1.48
H29 3.49 -8.21 -2.05
H30 3.50 -5.95 -1.09
H31 0.36 2.19 -2.05
H32 0.85 1.72 -0.42

Output
gap between HOMO and LUMO = 0.337 hartree
max |F| = 0.0121 hartree/bohr
E_tot = -31419.8692 eV
energy relative to the best compared isomer or geometry (same formula, charge and spin) = 117.0 kJ/mol
SMILES string = CC1(C)[C@H]2CC[C@]1(C)[C@H](OCCNCCOC(=O)Nc1ccccc1)C2
LUMO level = 0.753 eV

[5]
Computed, not measured: a molecular structure, C30H40BCl5N7O3Y, with ωB97M-V with the def2-TZVPD basis set.

Element x y z (Å)
Y1 0.10 0.36 -0.15
C1 2.23 -1.97 4.55
C2 1.03 -1.54 3.78
C3 -0.27 -1.43 4.21
C4 -1.01 -1.01 3.09
N1 -0.19 -0.84 2.05
N2 1.06 -1.19 2.47
B1 2.24 -1.47 1.51
N3 2.96 -0.17 1.09
N4 2.34 0.87 0.45
C5 3.27 1.80 0.21
C6 4.50 1.37 0.72
C7 4.27 0.13 1.27
C8 5.24 -0.77 1.95
C9 3.06 3.09 -0.56
C10 3.77 2.96 -1.91
C11 1.59 3.42 -0.79
C12 3.69 4.24 0.24
N5 1.72 -2.28 0.29
N6 0.60 -1.94 -0.39
C13 0.36 -2.90 -1.29
C14 1.36 -3.87 -1.20
C15 2.21 -3.44 -0.19
C16 3.45 -4.09 0.31
C17 -0.87 -2.89 -2.16
C18 -1.77 -1.70 -1.83
C19 -1.64 -4.19 -1.91
C20 -0.46 -2.82 -3.64
C21 -2.51 -0.81 3.07
C22 -3.09 -1.08 1.68
C23 -2.85 0.61 3.54
C24 -3.16 -1.81 4.04
H1 1.96 -2.08 5.60
H2 3.03 -1.24 4.48
H3 2.62 -2.92 4.19
H4 -0.63 -1.65 5.20
H5 3.04 -2.14 2.08
H6 5.44 1.89 0.69
H7 6.22 -0.29 1.97
H8 5.34 -1.73 1.44
H9 4.95 -0.97 2.98
H10 3.31 2.18 -2.52
H11 4.82 2.71 -1.79
H12 3.70 3.91 -2.45
H13 1.08 2.63 -1.34
H14 1.52 4.31 -1.42
H15 1.07 3.63 0.14
H16 4.76 4.10 0.36
H17 3.24 4.33 1.23
H18 3.54 5.18 -0.30
H19 1.46 -4.77 -1.78
H20 3.63 -5.01 -0.24
H21 3.37 -4.34 1.37
H22 4.32 -3.44 0.18
H23 -2.03 -1.69 -0.77
H24 -2.70 -1.75 -2.39
H25 -1.30 -0.76 -2.12
H26 -1.94 -4.26 -0.86
H27 -1.04 -5.06 -2.15
H28 -2.55 -4.21 -2.52
H29 0.08 -1.90 -3.86
H30 -1.35 -2.87 -4.28
H31 0.19 -3.66 -3.90
H32 -2.76 -0.35 0.95
H33 -4.18 -1.01 1.72
H34 -2.82 -2.08 1.34
H35 -2.34 1.37 2.95
H36 -2.54 0.75 4.58
H37 -3.92 0.79 3.47
H38 -2.91 -2.84 3.78
H39 -4.24 -1.70 4.00
H40 -2.85 -1.63 5.07
Cl1 2.95 -0.75 -2.29
C25 1.79 0.12 -3.26
C26 0.65 0.63 -2.66
C27 -0.20 1.30 -3.53
Cl2 -1.66 1.99 -2.85
C28 0.02 1.46 -4.89
Cl3 -1.11 2.29 -5.90
C29 1.18 0.92 -5.45
Cl4 1.50 1.09 -7.13
C30 2.08 0.25 -4.62
Cl5 3.52 -0.41 -5.30
O1 -1.87 1.59 0.15
N7 -1.42 2.42 1.03
O2 -2.10 3.30 1.47
O3 -0.22 2.22 1.37

Output
gap between HOMO and LUMO = 0.337 hartree
max |F| = 0.0078 hartree/bohr
E_tot = -112668.8669 eV
energy relative to the best compared isomer or geometry (same formula, charge and spin) = 4.5 kJ/mol
LUMO level = 0.388 eV

[6]
Computed, not measured: a gas-phase ion, C12H15BN3O (charge +1), with ωB97M-V with the def2-TZVPD basis set.

Element x y z (Å)
C1 -0.59 2.14 -2.75
C2 -1.32 1.12 -1.92
C3 -2.69 0.90 -2.06
C4 -3.32 -0.09 -1.30
C5 -2.59 -0.83 -0.38
C6 -1.22 -0.61 -0.20
C7 -0.50 -1.48 0.82
C8 0.98 -1.28 0.76
C9 1.78 -2.15 0.02
N1 3.08 -1.96 -0.07
N2 3.77 -0.98 0.48
C10 3.03 -0.16 1.19
C11 1.65 -0.24 1.38
B1 0.93 0.91 2.27
N3 0.11 0.70 3.43
O1 1.17 2.19 1.86
C12 -0.60 0.36 -0.98
H1 0.17 1.62 -3.32
H2 -0.05 2.82 -2.09
H3 -1.25 2.68 -3.41
H4 -3.24 1.49 -2.76
H5 -4.37 -0.25 -1.44
H6 -3.09 -1.60 0.20
H7 -0.73 -2.53 0.70
H8 -0.84 -1.17 1.80
H9 1.35 -2.98 -0.51
H10 3.62 -2.61 -0.63
H11 3.57 0.66 1.64
H12 0.44 -0.01 4.07
H13 -0.86 0.53 3.20
H14 1.17 2.24 0.89
H15 0.45 0.58 -0.90

Output
gap between HOMO and LUMO = 0.259 hartree
max |F| = 0.0200 hartree/bohr
E_tot = -19876.6424 eV
SMILES string = Cc1cccc(Cc2c[nH+]ncc2B(N)O)c1
LUMO level = -5.061 eV
total charge = +1

Q: Look up the E_tot of the second one.
A: -79604.0067 eV